ORCA calculation (the ωB97M-V functional and the def2-TZVPD basis) on a molecular structure, C37H46IN4OS3 in a non-equilibrium geometry.

```
92
C37H46IN4OS3 the ωB97M-V functional and the def2-TZVPD basis
C 1.101 -5.141 1.013
C 1.996 -3.947 1.337
O 1.714 -2.885 0.436
C 2.720 -1.906 0.454
C 2.405 -0.922 -0.664
C 2.991 0.482 -0.382
I 4.976 0.440 0.439
C 3.202 1.262 -1.611
N 2.783 2.464 -1.542
C 2.817 3.480 -2.587
S 4.233 4.592 -2.490
C 3.998 5.483 -0.934
C 2.613 6.154 -0.785
C 2.198 2.724 -0.219
C 1.918 1.335 0.386
C 2.019 1.489 1.914
C 1.165 0.454 2.666
C -0.266 0.904 2.969
S -1.421 0.328 1.697
C -2.158 1.855 1.144
S -1.298 3.234 0.993
N -3.528 1.871 0.824
C -4.393 2.187 1.930
C -4.011 2.043 3.261
C -4.877 2.404 4.288
C -6.144 2.908 4.024
C -6.530 3.041 2.692
C -5.660 2.702 1.669
C -3.904 0.725 0.036
C -5.080 0.005 0.207
C -5.368 -1.064 -0.635
C -4.509 -1.437 -1.662
C -3.325 -0.726 -1.821
C -3.032 0.345 -0.988
H 0.378 -4.854 0.256
H 1.724 -5.938 0.626
H 0.546 -5.468 1.885
H 3.043 -4.246 1.252
H 1.869 -3.616 2.372
H 3.704 -2.362 0.322
H 2.747 -1.407 1.429
H 2.804 -1.334 -1.589
H 1.328 -0.840 -0.755
H 3.668 0.894 -2.516
H 2.829 2.980 -3.550
H 1.892 4.041 -2.552
H 4.186 4.846 -0.075
H 4.765 6.248 -0.899
H 2.728 7.232 -0.814
H 2.156 5.881 0.163
H 1.915 5.877 -1.569
H 1.257 3.241 -0.424
H 2.717 3.440 0.411
H 0.878 1.124 0.150
H 3.047 1.507 2.263
H 1.612 2.469 2.160
H 1.663 0.238 3.611
H 1.147 -0.493 2.131
H -0.589 0.501 3.925
H -0.301 1.983 3.074
H -3.043 1.670 3.552
H -4.560 2.311 5.316
H -6.797 3.182 4.835
H -7.513 3.411 2.444
H -5.956 2.819 0.636
H -5.779 0.259 0.987
H -6.286 -1.620 -0.525
H -4.760 -2.252 -2.318
H -2.651 -1.031 -2.606
H -2.116 0.891 -1.166
N -0.338 2.405 -3.582
C -0.555 3.261 -2.584
C -0.511 4.640 -2.726
C -0.220 5.163 -3.977
C 0.011 4.289 -5.027
C -0.062 2.924 -4.778
H -0.779 2.812 -1.623
H -0.706 5.285 -1.877
H -0.178 6.234 -4.132
H 0.238 4.653 -6.019
H 0.107 2.207 -5.573
N 2.434 -9.218 1.186
C 2.808 -9.228 -0.092
C 2.259 -10.067 -1.050
C 1.266 -10.950 -0.659
C 0.864 -10.955 0.667
C 1.477 -10.073 1.544
H 3.591 -8.525 -0.357
H 2.603 -10.029 -2.075
H 0.812 -11.623 -1.375
H 0.094 -11.628 1.016
H 1.190 -10.044 2.589
```

Properties
E_HOMO = -10.18 eV
E_tot = -87721.999 eV
charge = +1
gap between HOMO and LUMO = 6.5 eV
spin multiplicity = 1
maximum force = 0.0573 Eh/bohr

Here are the Mulliken charges for atoms 1 to 4, given in e: -1.03, -0.25, -0.24, -0.97

***

ORCA calculation (the ωB97M-V functional and the def2-TZVPD basis) on a molecular structure, C37H46N2O4P2S3W in a non-equilibrium geometry.

```
95
C37H46N2O4P2S3W the ωB97M-V functional and the def2-TZVPD basis
W 0.937 -0.226 -0.026
C 4.508 -3.201 2.281
N 3.122 -3.632 2.278
C 2.857 -4.741 3.169
C 2.252 -3.044 1.468
O 2.582 -2.088 0.743
C 0.805 -3.566 1.454
O -0.058 -2.751 0.670
C -0.460 -3.295 -0.588
C 0.504 -2.784 -1.658
O 0.966 -1.633 -1.411
N 0.865 -3.444 -2.758
C 0.203 -4.618 -3.273
C 1.901 -2.893 -3.614
H 5.139 -3.971 1.837
H 4.836 -3.031 3.305
H 4.605 -2.288 1.700
H 3.414 -5.620 2.842
H 1.806 -4.995 3.222
H 3.199 -4.482 4.172
H 0.402 -3.542 2.473
H 0.800 -4.598 1.083
H -1.452 -2.865 -0.784
H -0.540 -4.385 -0.532
H -0.579 -4.966 -2.607
H 0.927 -5.419 -3.432
H -0.249 -4.378 -4.238
H 2.359 -2.026 -3.141
H 1.482 -2.589 -4.573
H 2.662 -3.652 -3.787
S 1.112 2.276 0.668
P -0.886 1.903 0.344
C -1.057 0.532 -0.747
P -0.449 1.020 -2.343
S 1.607 0.943 -2.217
C -1.044 -0.265 -3.470
C -2.207 -0.957 -3.149
C -2.741 -1.857 -4.054
C -2.120 -2.059 -5.277
C -0.942 -1.390 -5.581
C -0.404 -0.485 -4.682
C -0.931 2.605 -3.061
C -0.172 3.735 -2.783
C -0.579 4.964 -3.268
C -1.742 5.061 -4.018
C -2.487 3.928 -4.304
C -2.088 2.695 -3.825
C -1.494 1.342 1.958
C -1.499 2.269 2.993
C -2.009 1.918 4.231
C -2.523 0.645 4.425
C -2.483 -0.292 3.399
C -1.958 0.048 2.164
C -1.780 3.432 0.003
C -1.264 4.673 0.347
C -2.029 5.804 0.124
C -3.286 5.690 -0.450
C -3.784 4.446 -0.810
C -3.034 3.309 -0.581
H -2.694 -0.754 -2.204
H -3.656 -2.381 -3.816
H -2.565 -2.724 -6.003
H -0.456 -1.555 -6.531
H 0.500 0.066 -4.911
H 0.738 3.639 -2.207
H 0.012 5.844 -3.066
H -2.068 6.022 -4.383
H -3.379 4.003 -4.907
H -2.658 1.804 -4.045
H -1.114 3.265 2.817
H -2.011 2.644 5.028
H -2.970 0.382 5.371
H -2.891 -1.280 3.555
H -1.932 -0.673 1.350
H -0.275 4.744 0.778
H -1.642 6.772 0.401
H -3.883 6.574 -0.618
H -4.760 4.364 -1.265
H -3.405 2.326 -0.847
C 0.398 -0.860 5.228
C 1.194 0.270 4.605
S 2.123 -0.379 3.162
O 1.003 -0.337 2.102
C 3.168 1.086 2.766
C 4.435 1.138 3.601
H -0.223 -0.470 6.030
H 1.061 -1.617 5.643
H -0.251 -1.321 4.485
H 1.898 0.688 5.321
H 0.535 1.046 4.207
H 2.555 1.973 2.918
H 3.406 0.995 1.698
H 4.216 1.096 4.666
H 4.946 2.080 3.406
H 5.120 0.330 3.349
```

Properties
E_HOMO (alpha / beta) = -12.67 / -12.77 eV
E_tot = -103182.381 eV
charge = +2
gap between HOMO and LUMO (alpha / beta) = 7.1 / 7.5 eV
relative energy (zero: lowest compared OMol25 entry of this formula, charge and spin) = 2.576 eV
spin multiplicity = 3
maximum force = 0.0394 Eh/bohr

Here are the Mulliken charges for atoms 1 to 4, given in e: -0.21, -0.97, 0.24, -1.03

***

ORCA calculation (the ωB97M-V functional and the def2-TZVPD basis) on a molecular structure, C37H46N3O5SbTeTl in a non-equilibrium geometry.

```
94
C37H46N3O5SbTeTl the ωB97M-V functional and the def2-TZVPD basis
Tl 0.560 -0.207 -0.533
O -1.558 5.200 0.762
C -1.195 5.341 -0.526
C -1.166 6.639 -1.043
C -0.823 6.862 -2.361
C -0.499 5.796 -3.202
C -0.506 4.516 -2.688
C -0.835 4.260 -1.353
C -0.747 2.852 -0.879
O -0.275 1.979 -1.610
N -1.235 2.677 0.408
N -1.271 1.424 0.813
C -1.857 1.304 2.003
C -2.140 0.121 2.677
C -2.747 0.248 3.970
C -3.090 -0.830 4.713
C -2.861 -2.152 4.198
C -2.311 -2.342 2.979
C -1.910 -1.225 2.138
O -1.401 -1.423 1.020
H -1.534 4.232 0.951
H -1.428 7.455 -0.381
H -0.813 7.876 -2.743
H -0.249 5.969 -4.240
H -0.251 3.668 -3.308
H -2.196 2.222 2.483
H -2.933 1.245 4.352
H -3.542 -0.698 5.687
H -3.141 -3.010 4.798
H -2.144 -3.334 2.579
C -2.153 -3.015 -3.771
Sb -1.872 -2.347 -1.748
C -3.904 -2.627 -1.144
C -1.198 -4.246 -1.026
H -2.849 -3.855 -3.791
H -1.193 -3.332 -4.183
H -2.544 -2.203 -4.383
H -4.221 -3.636 -1.410
H -4.547 -1.897 -1.635
H -3.973 -2.492 -0.063
H -1.849 -5.028 -1.420
H -1.239 -4.243 0.065
H -0.171 -4.436 -1.342
C 2.858 -1.989 -3.430
C 3.679 -0.848 -2.879
O 4.867 -0.676 -3.248
N 3.084 -0.054 -1.969
Te 4.449 1.357 -1.750
C 5.968 0.741 -0.407
C 6.088 -0.519 0.179
C 5.062 -1.623 0.100
C 7.215 -0.768 0.961
C 8.192 0.184 1.189
C 9.405 -0.128 2.025
C 8.028 1.440 0.613
C 6.938 1.737 -0.190
C 6.843 3.131 -0.771
C 3.232 2.565 -0.490
C 2.623 3.640 -1.162
C 2.639 3.790 -2.667
C 1.903 4.574 -0.426
C 1.762 4.471 0.949
C 0.984 5.501 1.724
C 2.329 3.372 1.583
C 3.062 2.408 0.896
C 3.574 1.226 1.684
H 2.197 -1.611 -4.213
H 2.236 -2.427 -2.648
H 3.513 -2.744 -3.856
H 4.203 -1.369 -0.512
H 4.690 -1.847 1.103
H 5.518 -2.532 -0.295
H 7.309 -1.749 1.421
H 9.208 -0.945 2.719
H 9.723 0.743 2.599
H 10.242 -0.427 1.390
H 8.773 2.209 0.789
H 7.676 3.739 -0.424
H 5.922 3.638 -0.470
H 6.879 3.122 -1.863
H 3.640 3.720 -3.094
H 2.222 4.752 -2.957
H 2.024 3.010 -3.124
H 1.431 5.401 -0.950
H 0.987 6.462 1.210
H 1.403 5.639 2.721
H -0.061 5.195 1.834
H 2.192 3.252 2.654
H 3.028 1.145 2.625
H 4.633 1.326 1.928
H 3.439 0.288 1.145
O 1.636 -1.281 2.235
H 0.881 -1.875 2.117
H 1.291 -0.593 2.812
```

Properties
E_HOMO (alpha / beta) = -7.37 / -7.71 eV
E_tot = -72345.605 eV
gap between HOMO and LUMO (alpha / beta) = 7.3 / 5.7 eV
relative energy (zero: lowest compared OMol25 entry of this formula, charge and spin) = 0.000 eV
spin multiplicity = 2
maximum force = 0.0220 Eh/bohr

Here are the Mulliken charges for atoms 1 to 4, given in e: 0.77, -0.73, 0.93, -0.75

***

ORCA calculation (the ωB97M-V functional and the def2-TZVPD basis) on 2 unconnected molecules or ions with the total composition C37H46N7O in a non-equilibrium geometry.

```
91
C37H46N7O the ωB97M-V functional and the def2-TZVPD basis
C -3.374 -2.470 3.570
N -2.843 -1.184 3.199
C -3.627 -0.193 2.687
O -4.805 -0.322 2.362
C -2.754 1.052 2.554
C -3.212 2.228 3.423
C -4.556 2.752 2.971
C -4.643 3.531 1.811
C -5.892 3.937 1.331
C -7.051 3.577 2.031
C -6.969 2.768 3.172
C -5.718 2.379 3.651
N -1.429 0.546 2.928
C -0.372 1.377 2.998
C 0.877 0.970 3.435
C 1.990 1.795 3.476
C 3.309 1.270 3.732
C 4.487 1.967 3.358
C 5.749 1.441 3.552
C 5.921 0.162 4.140
N 7.211 -0.307 4.458
C 7.648 -0.371 5.847
C 7.880 -1.281 3.613
C 4.763 -0.567 4.497
C 3.499 -0.015 4.336
C -1.455 -0.832 3.443
C -1.166 -0.914 4.953
C -0.538 -1.825 2.703
H -4.452 -2.485 3.413
H -2.905 -3.259 2.973
H -3.154 -2.666 4.624
H -2.754 1.372 1.494
H -3.238 1.898 4.475
H -2.466 3.028 3.339
H -3.730 3.817 1.283
H -5.954 4.527 0.412
H -8.024 3.919 1.677
H -7.875 2.433 3.683
H -5.623 1.769 4.550
H -0.520 2.409 2.645
H 0.996 -0.066 3.740
H 1.828 2.857 3.272
H 4.389 2.942 2.890
H 6.639 2.004 3.273
H 7.100 0.348 6.463
H 7.504 -1.378 6.258
H 8.717 -0.136 5.886
H 7.489 -1.233 2.592
H 8.952 -1.065 3.605
H 7.752 -2.299 4.003
H 4.904 -1.567 4.921
H 2.648 -0.590 4.711
H -1.944 -0.381 5.519
H -1.161 -1.970 5.253
H -0.190 -0.488 5.199
H -0.945 -2.033 1.705
H 0.481 -1.447 2.592
H -0.493 -2.764 3.274
C -4.382 9.941 -0.892
C -3.040 9.856 -1.292
C -2.199 8.943 -0.666
C -2.696 8.096 0.351
C -1.844 7.052 0.892
C -0.730 6.428 0.333
N -0.210 5.652 1.319
C 1.159 5.126 1.457
C 1.636 5.537 2.834
C 3.097 5.352 3.234
C 3.018 5.435 4.787
C 1.556 5.048 5.126
N 0.948 4.753 3.846
N -1.024 5.746 2.426
N -2.002 6.567 2.166
C -4.018 8.279 0.826
C -4.874 9.166 0.176
H -5.051 10.620 -1.410
H -2.648 10.488 -2.091
H -1.146 8.852 -0.939
H -0.320 6.520 -0.662
H 1.129 4.026 1.378
H 1.770 5.544 0.648
H 1.478 6.633 2.924
H 3.429 4.349 2.920
H 3.768 6.086 2.766
H 3.721 4.781 5.329
H 3.188 6.485 5.080
H 1.448 4.166 5.764
H 1.048 5.879 5.648
H -0.072 4.889 3.832
H -4.355 7.696 1.687
H -5.914 9.254 0.493
```

Properties
E_HOMO = -10.35 eV
E_tot = -51586.349 eV
charge = +1
gap between HOMO and LUMO = 5.9 eV
relative energy (zero: lowest compared OMol25 entry of this formula, charge and spin) = 0.476 eV
spin multiplicity = 1
maximum force = 0.0483 Eh/bohr

Here are the Mulliken charges for atoms 1 to 4, given in e: -0.95, 0.25, 0.10, -0.69

***

ORCA calculation (the ωB97M-V functional and the def2-TZVPD basis) on a molecular structure, C37H47BN7O2S4V.

```
99
C37H47BN7O2S4V the ωB97M-V functional and the def2-TZVPD basis
V -2.657 -0.145 0.655
C -1.397 1.024 -4.877
C -0.539 0.707 -3.690
C 0.715 0.192 -3.826
C 1.529 -0.029 -2.698
N 1.042 0.098 -1.481
N -0.228 0.524 -1.324
B -0.685 0.679 0.175
N -0.448 2.197 0.479
N 0.737 2.536 0.942
C 0.973 3.829 1.133
C -0.006 4.792 0.816
C -1.244 4.432 0.322
C -2.321 5.414 -0.010
C -1.417 3.050 0.177
S -2.906 2.228 -0.342
C 2.330 4.225 1.681
C 3.067 5.003 0.578
C 2.126 5.128 2.907
C 3.143 2.995 2.081
N -0.102 -0.192 1.362
N 0.936 -1.028 1.208
C 1.364 -1.693 2.266
C 0.782 -1.505 3.538
C -0.292 -0.679 3.706
C -0.966 -0.474 5.024
C -0.751 -0.036 2.539
S -2.210 0.953 2.575
C 2.529 -2.655 2.073
C 2.381 -3.376 0.730
C 3.820 -1.824 2.139
C 2.570 -3.707 3.184
C -0.975 0.921 -2.360
S -2.476 1.863 -2.321
C 2.984 -0.429 -2.870
C 3.612 0.386 -4.011
C 3.763 -0.168 -1.588
C 3.013 -1.922 -3.234
H -0.798 0.993 -5.784
H -1.848 2.016 -4.827
H -2.203 0.292 -4.968
H 1.111 0.007 -4.816
H 0.222 5.839 0.968
H -1.922 6.426 -0.033
H -3.112 5.378 0.742
H -2.769 5.198 -0.980
H 2.532 5.907 0.286
H 3.220 4.387 -0.310
H 4.045 5.308 0.949
H 1.636 6.071 2.660
H 3.101 5.379 3.326
H 1.548 4.628 3.686
H 3.327 2.332 1.235
H 2.644 2.419 2.863
H 4.106 3.325 2.470
H 1.178 -2.047 4.386
H -0.550 -1.145 5.771
H -2.039 -0.650 4.946
H -0.830 0.553 5.369
H 2.221 -2.685 -0.092
H 1.542 -4.077 0.759
H 3.282 -3.954 0.524
H 3.839 -1.041 1.385
H 4.680 -2.475 1.986
H 3.931 -1.354 3.119
H 1.628 -4.253 3.272
H 2.828 -3.285 4.157
H 3.344 -4.437 2.947
H 3.478 1.460 -3.867
H 3.222 0.112 -4.991
H 4.684 0.189 -4.034
H 3.785 0.897 -1.346
H 4.790 -0.508 -1.717
H 3.324 -0.693 -0.748
H 2.443 -2.127 -4.143
H 2.611 -2.539 -2.430
H 4.042 -2.231 -3.417
O -4.383 -0.276 -0.211
C -3.885 -1.110 -1.075
O -2.601 -1.065 -1.147
C -4.702 -2.064 -1.782
C -4.087 -3.014 -2.608
C -4.868 -3.934 -3.278
C -6.252 -3.900 -3.129
C -6.865 -2.954 -2.314
C -6.093 -2.031 -1.635
H -3.010 -3.022 -2.710
H -4.410 -4.676 -3.918
H -6.862 -4.620 -3.660
H -7.941 -2.941 -2.215
H -6.555 -1.286 -1.001
S -3.640 -4.100 2.641
C -2.255 -4.293 1.660
C -1.898 -3.108 1.113
N -2.730 -2.060 1.457
C -3.706 -2.471 2.249
H -1.781 -5.254 1.535
H -1.070 -2.935 0.441
H -4.476 -1.813 2.624
```

Properties
E_HOMO (alpha / beta) = -16.28 / -16.28 eV
E_tot = -123341.668 eV
charge = +3
gap between HOMO and LUMO (alpha / beta) = 7.1 / 7.3 eV
relative energy (zero: lowest compared OMol25 entry of this formula, charge and spin) = 0.000 eV
spin multiplicity = 2
maximum force = 0.0108 Eh/bohr

Here are the Mulliken charges for atoms 1 to 4, given in e: -0.23, -2.04, 0.16, -0.64

***

Which formula does entry 4 have? C37H46N7O